1.
Entry from OMol25: C8H22N2O2Rb as an isolated structure (the ωB97M-V functional and the def2-TZVPD basis).

Energy above the lowest of the compared OMol25 structures with the same formula, charge and spin, kcal/mol: 16.0
Charge: +1
HOMO level, eV: -12.6064
E_LUMO, eV: -3.40
2S+1: 1
Orbital gap, eV: 9.207

Each line ends with the Mulliken charge.
CARTESIAN COORDINATES (ANGSTROEM)
Rb -1.99392 2.50037 -2.07277  0.8996
C 2.62714 2.21156 0.64205  -1.4201
C 1.67295 2.30910 -0.54706  0.2461
C 1.76897 1.07001 -1.40200  -0.3366
O 0.84832 1.15489 -2.46873  -0.2835
C 0.63317 -0.07575 -3.14070  -0.6647
N 0.28797 2.57666 -0.13506  -0.3787
H 3.65292 1.95067 0.37660  0.4065
H 2.27966 1.48096 1.37886  0.3140
H 2.67936 3.18707 1.13170  0.3909
H 2.04059 3.15098 -1.14760  0.2496
H 1.53197 0.18808 -0.78333  -0.0194
H 2.79446 0.96577 -1.76901  0.4605
H 1.36915 -0.21911 -3.93185  0.2894
H -0.35360 -0.03397 -3.61714  0.2153
H 0.59883 -0.90567 -2.43013  0.2870
H -0.15647 1.70800 0.17370  0.1850
H 0.33325 3.16309 0.69384  0.2300
C -3.03226 -1.29737 1.75335  -1.4519
C -1.76989 -0.57685 1.36962  0.0623
C -0.73044 -1.51424 0.80392  -0.0565
O -0.50931 -2.57464 1.68862  -0.3749
C 0.50470 -3.44115 1.24954  -0.7353
N -1.98983 0.49278 0.33680  -0.4937
H -3.67390 -0.73348 2.42837  0.3994
H -2.77710 -2.22009 2.27800  0.3819
H -3.59087 -1.59754 0.86212  0.3309
H -1.35621 -0.05558 2.23542  0.2970
H 0.21761 -0.98299 0.61401  -0.1117
H -1.06028 -1.87658 -0.19169  0.2497
H 1.47943 -2.94047 1.23963  0.2746
H 0.28919 -3.84200 0.25021  0.3070
H 0.54558 -4.28838 1.93242  0.2865
H -2.77346 1.05564 0.66982  0.2478
H -2.38767 0.01021 -0.47151  0.3158

***

2.
Entry from OMol25: an isolated ion of composition C8H22N6P and charge +1 at a distorted geometry (the ωB97M-V functional and the def2-TZVPD basis).

Charge: +1
HOMO level, eV: -11.8356
E_LUMO, eV: -4.11
2S+1: 1
Structure (SMILES): CCP(C)N1CCN/C1=[NH+]/CC(N)(N)N
Orbital gap, eV: 7.726

Each line ends with the Mulliken charge.
CARTESIAN COORDINATES (ANGSTROEM)
C -3.38732 -0.17410 -1.77135  -0.8051
C -2.28884 -1.37960 -1.94953  -0.4700
P -0.53369 -0.61033 -2.29863  0.0394
C 0.67006 -2.06387 -1.99664  -0.9044
N -0.37782 0.68439 -1.08305  0.2519
C -0.65777 1.97140 -1.88729  -0.5559
C 0.76193 2.79027 -2.03898  -0.5032
N 1.84132 1.87560 -1.42992  -0.4072
C 0.99607 0.98123 -0.52409  -0.1049
N 1.46522 0.53547 0.71670  0.1315
C 0.47562 -0.31370 1.53349  -0.1373
C 0.95025 -0.56947 3.08251  -0.1709
N 2.36318 -1.11453 3.22220  -0.5571
N 0.92525 0.74503 3.88790  -0.5368
N -0.01003 -1.59849 3.71486  -0.5994
H -4.42418 -0.59135 -2.15378  0.3117
H -3.47509 0.04753 -0.60270  0.2002
H -3.15020 0.80013 -2.37482  0.2251
H -2.18859 -1.91540 -0.88780  0.2253
H -2.58071 -2.19507 -2.74850  0.4007
H 0.64634 -2.49053 -0.88383  0.2173
H 0.27351 -2.96727 -2.66895  0.3678
H 1.77810 -1.86965 -2.37877  0.3275
H -1.04742 1.64533 -2.94679  0.4067
H -1.53423 2.51610 -1.28821  0.3379
H 1.10921 2.84419 -3.16617  0.3254
H 0.63708 3.83350 -1.47553  0.2819
H 2.20541 2.54965 -0.69025  0.3612
H 2.41331 0.77864 1.09363  0.3032
H 0.32438 -1.36277 0.98917  -0.0560
H -0.60409 0.17636 1.56602  0.2555
H 2.48803 -1.98046 2.64184  0.2999
H 3.04514 -0.37923 2.88689  0.2973
H 1.75129 1.33870 3.65289  0.2935
H 0.04077 1.23752 3.57350  0.3023
H -1.00572 -1.31287 3.56745  0.3150
H 0.10423 -2.46237 3.11651  0.3301

***

3.
Entry from OMol25: C8H22N7 as an isolated structure at a distorted geometry (the ωB97M-V functional and the def2-TZVPD basis).

Energy above the lowest of the compared OMol25 structures with the same formula, charge and spin, kcal/mol: 90.2
Charge: +1
HOMO level (alpha / beta), eV: -11.6872 / -11.6878
E_LUMO (alpha / beta), eV: -2.44 / -2.44
2S+1: 1
Orbital gap (alpha / beta), eV: 9.251 / 9.252

Each line ends with the Mulliken charge.
CARTESIAN COORDINATES (ANGSTROEM)
C 0.10436 3.99095 0.35465  -1.3423
C -2.87020 -2.58758 -0.00905  -1.2969
C -3.84794 -0.25605 0.10384  -1.0173
C 3.74003 -0.89123 0.81034  -0.7882
C 2.43226 -0.55383 -1.62848  -0.6245
C -0.37743 2.58676 0.21612  -0.0670
C 0.82825 1.69059 0.07673  -0.7689
C -2.64773 -1.14471 0.40262  0.2482
N 1.53049 -2.07217 0.97817  -0.3678
N 2.30979 -0.90414 0.84520  -0.1842
N 0.61412 0.35449 -0.40322  -0.2150
N -0.40412 -0.50479 0.29568  -0.2872
N 0.77009 -1.81409 -0.25117  -0.6549
N -1.48825 -0.63827 -0.30769  0.0987
N 1.63014 -0.62866 -0.44855  1.1708
H 0.97569 4.16896 1.07904  0.3074
H 0.41904 4.20214 -0.65930  0.3597
H -0.82750 4.47098 0.44641  0.4136
H -2.81361 -2.71750 -1.11793  0.3061
H -2.38811 -3.45217 0.37782  0.3931
H -3.96261 -2.91023 0.30191  0.3184
H -3.99480 -0.35558 -1.03557  0.3062
H -3.52737 0.84640 0.34653  0.2386
H -4.77743 -0.61572 0.74565  0.3590
H 3.99253 0.23548 0.82426  0.2819
H 3.95481 -1.46062 1.72030  0.3925
H 4.18189 -1.31563 -0.02285  0.2930
H 1.82474 -0.63104 -2.61985  0.2715
H 2.90607 0.45622 -1.72666  0.2978
H 3.08808 -1.43319 -1.67977  0.3816
H -1.15398 2.43915 -0.64228  0.2556
H -0.96772 2.22204 1.19078  0.2477
H 1.52059 2.00105 -0.66019  0.3892
H 1.32844 1.69593 0.97586  0.4285
H -2.43898 -1.08210 1.43411  0.2635
H 1.94131 -2.94396 1.01251  0.2395
H -1.60492 -0.44787 -1.32598  0.3521

***

4.
Entry from OMol25: C8H23AsCuN2O3S as an isolated structure at a distorted geometry (the ωB97M-V functional and the def2-TZVPD basis).

Energy above the lowest of the compared OMol25 structures with the same formula, charge and spin, kcal/mol: 0.0
Charge: +1
HOMO level, eV: -11.2369
E_LUMO, eV: -2.03
2S+1: 1
Orbital gap, eV: 9.208

Each line ends with the Mulliken charge.
CARTESIAN COORDINATES (ANGSTROEM)
Cu 0.53372 0.26032 0.37995  0.3267
C -2.11437 2.60828 0.55420  -0.6965
C -2.68387 2.21508 -0.79177  -0.5449
S -2.43409 0.44460 -1.22182  0.2059
O -0.94861 0.19620 -1.10801  -0.5396
C -3.21375 -0.36083 0.26992  -0.6244
C -2.23815 -0.65537 1.38764  -0.7215
H -1.95589 3.68467 0.59228  0.4008
H -1.14910 2.12219 0.71946  0.0517
H -2.78799 2.34343 1.36510  0.2668
H -2.19116 2.75700 -1.59926  0.3838
H -3.76043 2.37479 -0.86255  0.4679
H -3.64412 -1.28435 -0.12404  0.4199
H -4.02749 0.28803 0.57845  0.5147
H -1.26667 -0.95145 0.97624  0.0404
H -2.60711 -1.47401 2.00002  0.4077
H -2.07312 0.20734 2.02752  0.1805
C 0.10996 -2.66216 -1.41074  -0.8825
As 1.58871 -1.42074 -1.68356  0.9564
C 1.36632 -0.13294 -3.11829  -0.9834
C 3.08887 -2.54764 -2.17671  -1.1309
O 2.06697 -0.68793 -0.28293  -0.8973
H 0.11450 -3.39734 -2.21549  0.4390
H -0.84741 -2.14616 -1.37757  0.1050
H 0.29996 -3.16053 -0.45531  0.3299
H 0.88076 -0.58812 -3.97711  0.3819
H 2.36369 0.22410 -3.39344  0.3842
H 0.77133 0.70173 -2.75451  0.2493
H 2.95592 -2.99741 -3.16005  0.4024
H 3.20727 -3.33312 -1.42613  0.3612
H 3.99572 -1.93863 -2.18086  0.3568
N 2.79774 0.64632 2.29460  -0.2050
C 1.66373 1.14934 2.80025  0.6427
N 1.70562 1.68164 4.03692  -0.3861
O 0.58575 1.13402 2.17210  -0.4941
H 3.65660 0.60509 2.81661  0.1840
H 2.75491 0.19890 1.38589  0.2328
H 2.56019 1.78883 4.55313  0.1812
H 0.87507 2.10682 4.40986  0.2329

***

| no. | M (g mol⁻¹) | DFT total energy (eV) |
| --- | --- | --- |
| 1 | 263.7 | -16377.8953 |
| 2 | 233.3 | -26871.0462 |
| 3 | 216.3 | -19066.4631 |
| 4 | 365.8 | -134100.9800 |